<A>
ORCA calculation (ωB97M-V/def2-TZVPD) on C3H7NOS2 in the gas phase.

Properties
Structure (SMILES) = N[C@H](CS)C(O)=S
Orbital gap = 9.2 eV
LUMO energy = 0.5 eV
Multiplicity = 1

Each line ends with the Mulliken charge.
Geometry (Å):
N: -0.0477 1.2879 -0.8259  -0.554
C: -0.4270 0.4336 0.3300  -0.222
C: 0.7770 -0.1225 1.0005  -0.736
S: 2.0787 -0.8836 -0.0432  -0.223
C: -1.3923 -0.6662 -0.1118  0.313
O: -0.7864 -1.6812 -0.7490  -0.443
S: -2.9684 -0.5488 0.1787  -0.298
H: 0.2797 0.7466 -1.6243  0.291
H: -0.8739 1.7784 -1.1567  0.302
H: -1.0480 1.0052 1.0762  0.401
H: 1.2533 0.6868 1.5835  0.321
H: 0.4700 -0.8832 1.7345  0.375
H: 2.5319 0.2756 -0.4760  0.161
H: 0.1532 -1.4286 -0.9165  0.311


<B>
ORCA calculation (ωB97M-V/def2-TZVPD) on 2 unconnected molecules or ions with the total composition C3H7NOS2.

Properties
Orbital gap (alpha / beta) = 5.7 / 5.7 eV
LUMO energy (alpha / beta) = -2.6 / -2.6 eV
Multiplicity = 1

Each line ends with the Mulliken charge.
Geometry (Å):
C: -0.3657 -1.1817 2.0547  0.039
C: 0.5752 0.5877 -2.4366  -0.985
C: 0.4447 1.3891 -1.1486  -0.321
N: -1.5221 -1.9106 2.3138  -0.430
O: 1.8474 -0.0920 2.5299  -0.462
S: 0.8652 -0.9970 3.1071  0.306
S: -0.9936 0.8314 -0.2154  -0.186
H: 1.6443 0.3722 -2.7801  0.268
H: 0.0778 -0.3218 -2.6210  0.367
H: 0.1687 1.1034 -3.3933  0.275
H: 0.2217 2.4316 -1.3918  0.275
H: 1.2659 1.3687 -0.3791  0.263
H: -2.0346 -2.1950 1.4992  0.314
H: -2.1949 -1.3859 2.8612  0.277


Short version: <A> is the most stable of them.


<A>
ORCA calculation (ωB97M-V/def2-TZVPD) on 3 unconnected molecules or ions with the total composition C5H16NO2.

Properties
Total charge = +1
Orbital gap = 10.7 eV
LUMO energy = -3.1 eV
Multiplicity = 1

Each line ends with the Mulliken charge.
Geometry (Å):
C: 0.0828 0.0809 2.6897  -1.076
C: 0.6846 1.2446 1.8978  -0.440
C: 1.6585 0.9246 0.7305  -0.821
C: 0.9747 0.4473 -0.5062  -0.104
C: 0.7142 1.1106 -1.6162  -0.243
N: -0.0633 0.4319 -2.6972  -0.169
H: -0.1545 0.3246 3.7266  0.368
H: -0.7926 -0.3449 2.1882  0.218
H: 0.7738 -0.7531 2.6794  0.312
H: 0.0298 2.0110 1.4148  0.314
H: 1.0490 1.9363 2.6871  0.365
H: 2.1764 1.9012 0.7006  0.329
H: 2.4747 0.2294 1.0162  0.359
H: 0.5870 -0.5240 -0.2142  0.162
H: 1.0108 2.1150 -1.8853  0.406
H: 0.6596 0.1479 -3.3883  0.400
H: -0.5410 -0.3302 -2.2063  0.263
H: -0.8058 1.0031 -3.1367  0.380
H: -1.7192 -1.3216 -0.6237  0.393
H: -2.8282 -0.3486 -0.9569  0.303
O: -1.8615 -0.4047 -0.9663  -0.677
H: -1.9467 -3.4613 0.0390  0.313
H: -0.9213 -3.4575 -1.1725  0.313
O: -1.2418 -2.9625 -0.4000  -0.668


<B>
ORCA calculation (ωB97M-V/def2-TZVPD) on 3 unconnected molecules or ions with the total composition C5H16NO2.

Properties
Total charge = +1
Orbital gap = 9.3 eV
LUMO energy = -4.8 eV
Multiplicity = 1

Each line ends with the Mulliken charge.
Geometry (Å):
C: 2.2607 1.8358 -0.4575  -0.970
C: 1.8998 1.0571 -1.8008  -0.458
C: 0.4745 0.6440 -1.9912  -0.800
C: -0.1429 -0.1505 -0.8204  -0.432
C: -0.1446 -2.5273 -0.7883  -0.147
N: 0.5275 -1.4574 -0.8085  0.150
H: 2.7939 2.7411 -0.7028  0.303
H: 1.4466 1.8501 0.2692  0.310
H: 2.9018 1.1225 0.0646  0.290
H: 2.2634 1.6615 -2.6283  0.419
H: 2.5825 0.1971 -1.7534  0.273
H: -0.1501 1.5403 -2.1157  0.315
H: 0.2371 0.0886 -2.9038  0.341
H: -0.0161 0.4274 0.0895  0.070
H: -1.2253 -0.2555 -0.8504  0.505
H: 0.4126 -3.4592 -0.7069  0.274
H: -1.1998 -2.6627 -0.5837  0.281
H: 1.5435 -1.4592 -0.8522  0.272
H: -1.3939 0.2855 2.5411  0.314
H: -0.7732 -1.0378 2.7659  0.286
O: -0.6691 -0.2799 2.2162  -0.603
H: -4.6220 0.4629 3.3336  0.322
H: -4.7198 -0.3324 4.6766  0.329
O: -4.2872 -0.2919 3.8072  -0.645


<C>
ORCA calculation (ωB97M-V/def2-TZVPD) on 2 unconnected molecules or ions with the total composition C5H16NO2.

Properties
Total charge = +1
Orbital gap = 11.7 eV
LUMO energy = -3.0 eV
Multiplicity = 1

Each line ends with the Mulliken charge.
Geometry (Å):
C: 1.2596 -1.1248 -0.2896  -0.753
O: 2.5821 -0.7261 -0.0022  -0.552
C: 0.4078 0.0791 0.0696  -0.492
C: -1.1042 0.1147 -0.1113  0.898
C: -1.4648 -0.0031 -1.5976  -1.660
C: -1.6940 1.3610 0.5598  -1.444
N: 1.1051 1.2228 -0.7295  -0.238
H: 1.1374 -1.4197 -1.3269  0.433
H: 0.9674 -2.0177 0.2480  0.352
H: 3.2206 -1.4221 -0.1567  0.329
H: 0.6710 0.3217 1.0641  0.469
H: -1.4343 -0.8133 0.3497  0.338
H: -0.9851 -0.8522 -2.0901  0.372
H: -1.1382 0.8670 -2.1797  0.400
H: -2.5377 -0.0991 -1.7510  0.427
H: -2.3636 1.9092 -0.1097  0.430
H: -2.2285 1.0517 1.4422  0.305
H: -0.9675 2.1637 0.7262  0.360
H: 1.9939 0.9393 -1.1338  0.336
H: 0.5231 1.7337 -1.3922  0.328
H: 1.3576 1.9053 -0.0401  0.356
H: -0.1562 -2.3005 2.4107  0.308
H: 0.4047 -1.3346 3.4858  0.277
O: 0.4440 -1.5561 2.5543  -0.578


<D>
ORCA calculation (ωB97M-V/def2-TZVPD) on 3 unconnected molecules or ions with the total composition C5H16NO2.

Properties
Total charge = +1
Orbital gap = 9.7 eV
LUMO energy = -3.1 eV
Multiplicity = 1

Each line ends with the Mulliken charge.
Geometry (Å):
C: -1.2272 0.3868 0.5258  -0.411
C: -0.9346 1.1878 -0.7538  -0.577
C: -1.2264 0.4782 -2.0868  -0.859
C: 0.5420 -1.3458 -2.4106  -0.763
C: -0.7013 -0.9375 -2.1803  -0.213
N: -0.1991 0.7569 1.6068  -0.232
H: -2.2333 0.6107 0.9620  0.328
H: -1.2605 -0.6809 0.2636  0.329
H: 0.1098 1.4898 -0.6992  0.382
H: -1.5865 2.0634 -0.6933  0.330
H: -2.2693 0.5567 -2.3376  0.422
H: -0.7168 1.1106 -2.8403  0.344
H: 1.2651 -0.5474 -2.6051  0.212
H: 0.9014 -2.3112 -2.6238  0.352
H: -1.5211 -1.6577 -2.1762  0.366
H: 0.4038 1.5238 1.3537  0.312
H: 0.2512 -0.2073 1.7230  0.363
H: -0.6356 1.0011 2.4858  0.337
H: 1.6836 -1.0691 3.5094  0.282
H: 0.6810 -2.0995 2.8461  0.306
O: 0.8896 -1.1662 2.9697  -0.623
H: 2.5534 1.0759 0.9387  0.298
H: 2.9914 -0.3882 1.2178  0.279
O: 2.2391 0.1690 1.0046  -0.565


Short version: <C> is the most stable of them.


<A>
ORCA calculation (ωB97M-V/def2-TZVPD) on C8H12N2O2 in the gas phase.

Properties
Structure (SMILES) = O=C=NCCCCCCN=C=O
Orbital gap = 11.0 eV
LUMO energy = 0.7 eV
Multiplicity = 1

Each line ends with the Mulliken charge.
Geometry (Å):
O: -3.2122 2.7363 0.0054  -0.418
C: -2.9031 1.6328 0.1928  0.676
N: -2.5777 0.4167 0.3520  -0.438
C: -2.4650 -0.3389 -0.9179  -0.527
C: -2.1205 -1.7746 -0.5811  -0.852
C: -0.6849 -2.0588 -0.2497  -0.644
C: -0.1219 -1.4550 1.0480  -0.687
C: 0.6735 -0.1747 0.8484  -0.537
C: 2.0675 -0.4210 0.2214  -0.394
N: 2.7452 0.9215 0.1596  -0.469
C: 3.8921 0.7972 -0.2348  0.678
O: 4.9880 0.7206 -0.6748  -0.466
H: -1.5994 0.0331 -1.5334  0.294
H: -3.3805 -0.2551 -1.5462  0.484
H: -2.3330 -2.3908 -1.4743  0.354
H: -2.7292 -2.1501 0.2430  0.371
H: -0.0147 -1.7645 -1.0785  0.347
H: -0.5272 -3.1599 -0.1532  0.256
H: -1.0074 -1.3479 1.7362  0.384
H: 0.5087 -2.2263 1.5373  0.463
H: 0.8125 0.3310 1.8389  0.276
H: 0.1984 0.5757 0.1920  0.209
H: 2.0062 -0.8176 -0.8215  0.294
H: 2.6597 -1.0927 0.8716  0.345


<B>
ORCA calculation (ωB97M-V/def2-TZVPD) on 4 unconnected molecules or ions with the total composition C8H12N2O2.

Properties
Orbital gap = 6.7 eV
LUMO energy = -1.1 eV
Multiplicity = 1

Each line ends with the Mulliken charge.
Geometry (Å):
C: -1.6629 -0.5723 2.0061  -0.575
C: -0.1418 0.0475 1.7251  -1.656
C: 0.3393 -0.0073 0.2118  0.975
C: 0.3539 1.3669 -0.1958  -0.725
C: 0.5740 1.3433 -1.6732  0.622
C: 0.9999 0.2536 -2.4614  0.074
C: 1.3217 -0.9301 -1.7201  -0.496
C: 0.8333 -1.1868 -0.4388  0.314
H: -3.6281 -0.2951 1.8342  0.284
H: -2.6731 0.3006 0.5815  0.243
H: -1.7418 -0.8150 3.1053  0.432
H: -1.7175 -1.5983 1.7444  0.420
H: 0.7668 -0.5205 2.3001  0.398
H: -0.2239 1.0541 1.9550  0.396
H: -0.2851 2.0366 0.4189  0.280
H: 1.1879 3.4155 -1.6459  0.372
H: 1.4955 1.4576 -3.5616  0.460
H: 1.9670 -1.5843 -2.3003  0.391
H: -0.0478 -1.9406 1.6546  0.340
H: 2.4392 -2.6159 0.6485  0.226
N: -2.7920 0.2494 1.6542  -0.660
N: 0.8486 -2.3761 0.3667  -0.809
O: 0.4121 2.4919 -2.4804  -0.725
O: 1.3749 0.4253 -3.7288  -0.581


Short version: <A> is the most stable of them.


<A>
ORCA calculation (ωB97M-V/def2-TZVPD) on a gas-phase ion, C7H11N2 (charge +1).

Properties
Total charge = +1
Orbital gap (alpha / beta) = 6.6 / 8.4 eV
LUMO energy (alpha / beta) = -5.8 / -5.3 eV
Multiplicity = 1

Each line ends with the Mulliken charge.
Geometry (Å):
C: 1.2725 -1.6197 -1.6446  -0.155
C: 1.6972 1.2942 -0.7103  -0.166
C: 0.8527 -1.7523 -0.4461  -0.314
C: 1.4160 0.5353 0.5751  -0.591
C: 1.2482 -0.2907 -2.4736  -0.136
C: -1.9551 0.2946 1.0205  -1.255
C: -0.8943 -0.3431 0.0592  -0.441
N: 1.3628 0.8069 -1.8829  -0.292
N: 0.4870 -0.7140 0.4870  0.102
H: 1.3675 -2.4110 -2.3050  0.466
H: 1.9253 2.3827 -0.6561  0.380
H: 2.2962 -0.0261 0.9053  0.417
H: 1.0868 1.2269 1.2712  0.430
H: 0.5151 -0.3566 -3.2522  0.347
H: -1.6350 1.3629 1.3867  0.304
H: -2.9699 0.3225 0.6134  0.393
H: -2.2271 -0.3833 1.8913  0.353
H: -0.8526 0.2881 -0.7437  0.368
H: -1.5303 -1.2752 -0.2327  0.361
H: 0.3455 -0.9275 1.5156  0.428


<B>
ORCA calculation (ωB97M-V/def2-TZVPD) on 2 unconnected molecules or ions with the total composition C7H11N2.

Properties
Total charge = +1
Orbital gap = 8.7 eV
LUMO energy = -3.6 eV
Multiplicity = 1

Each line ends with the Mulliken charge.
Geometry (Å):
C: -1.9265 0.6270 1.5238  -0.159
C: 0.5167 -1.7266 -2.5914  -0.707
C: 0.0508 -0.5418 -2.2015  0.039
C: 0.7517 -0.0552 1.9259  -0.896
C: 0.2101 1.3087 1.5896  -0.040
C: 0.0393 0.1861 0.6141  0.199
C: 0.8181 0.3543 -1.3651  -0.494
N: -1.3281 -0.1399 0.6282  -0.045
N: -1.1043 1.5062 2.0916  -0.092
H: -2.9071 0.4474 1.9813  0.362
H: 0.0071 -2.4909 -3.1557  0.301
H: 1.5716 -2.0812 -2.2609  0.198
H: -1.0978 -0.3292 -2.2489  0.289
H: 1.8143 0.0009 2.0415  0.294
H: 0.3819 -0.8751 2.5976  0.212
H: 0.8021 2.2023 1.2798  0.340
H: 1.9107 0.2334 -1.3335  0.344
H: 0.5657 1.5516 -1.3475  0.291
H: -1.7781 -1.0315 0.3965  0.313
H: -1.3438 2.1216 2.8746  0.251


<C>
ORCA calculation (ωB97M-V/def2-TZVPD) on a molecular structure, C7H11N2.

Properties
Total charge = +1
Orbital gap = 8.5 eV
LUMO energy = -4.5 eV
Multiplicity = 1

Each line ends with the Mulliken charge.
Geometry (Å):
C: 2.1646 1.2643 -0.3283  -0.699
C: 2.0886 0.2996 -1.2852  -0.237
C: -1.8410 -0.1929 -0.6268  0.376
C: 1.6514 -0.7035 0.7721  -0.484
C: 2.0323 0.6583 0.8999  -0.240
C: 1.5826 -0.8951 -0.7053  0.025
C: -3.5813 0.4442 1.1025  -0.641
N: -2.6157 -0.0819 0.2630  -0.052
N: -0.8618 -0.4209 -1.3886  -0.588
H: 2.2168 2.2708 -0.4430  0.553
H: 2.4962 0.2932 -2.2963  0.426
H: 2.1381 -1.5621 1.3467  0.367
H: 0.6938 -0.5968 1.1730  0.262
H: 2.3173 1.1259 1.9170  0.370
H: 1.7099 -1.8716 -1.1124  0.545
H: -3.3241 1.4740 1.2999  0.326
H: -4.5965 0.3213 0.6267  0.301
H: -3.5531 -0.0307 2.0974  0.247
H: -1.0955 -1.0043 -2.1766  0.263
H: 0.3772 -0.7918 -1.1354  -0.120


Short version: <C> is the most stable of them.